## a
ORCA calculation (ωB97M-V with the def2-TZVPD basis set) on 2 unconnected molecules or ions with the total composition C2H8N2O2.

Each line ends with the natural charge from an NBO analysis.
Geometry (Å):
O: 2.2052 2.0597 0.0663  -0.5395
C: 1.1744 2.3431 0.5839  0.6541
O: 1.0192 2.7768 1.8592  -0.7263
H: 0.1458 2.3471 0.1853  0.1091
H: 1.6485 3.4143 2.1957  0.5021
N: -2.1039 -1.6309 -0.0371  -0.8846
C: -1.6983 -2.6162 -1.0096  -0.0554
N: -0.2960 -2.6317 -1.4024  -0.8662
H: -2.0719 -1.9990 0.8943  0.3709
H: -1.9485 -0.6500 -0.2264  0.3733
H: -2.0190 -3.6020 -0.6682  0.1728
H: -2.2711 -2.4303 -1.9281  0.1654
H: -0.1160 -2.0735 -2.2300  0.3640
H: 0.3078 -2.4709 -0.6264  0.3604

Properties
HOMO   -0.3174 Eh
LUMO level   0.669 eV
Multiplicity   1

## b
ORCA calculation (ωB97M-V with the def2-TZVPD basis set) on a molecular structure, C2H8N2O2.

Each line ends with the natural charge from an NBO analysis.
Geometry (Å):
C: -1.2170 0.1319 0.2380  0.4205
C: 2.4917 -0.1801 -0.5550  -0.2409
N: -0.4038 0.2921 1.2835  -0.4859
N: -2.1404 -0.9263 0.2952  -0.8057
O: 1.2149 0.3498 -0.3178  -0.7326
O: -1.7957 1.2352 -0.3660  -0.7233
H: -2.3426 1.7000 0.2838  0.4900
H: -0.1162 1.2689 1.3573  0.3626
H: 0.0411 -0.0349 -0.5282  0.4498
H: -1.7702 -1.7182 0.8050  0.3873
H: -2.4960 -1.1899 -0.6145  0.3794
H: 3.2576 0.5824 -0.3691  0.1779
H: 2.5708 -0.4755 -1.6090  0.1661
H: 2.7059 -1.0355 0.0967  0.1548

Properties
HOMO (alpha / beta)   -0.3259 / -0.3260 Eh
LUMO level (alpha / beta)   -0.517 / -0.518 eV
Multiplicity   1

Name the least stable of them. b.

## a
ORCA calculation (ωB97M-V with the def2-TZVPD basis set) on 2 unconnected molecules or ions with the total composition C2H8N2O2.

Each line ends with the natural charge from an NBO analysis.
Geometry (Å):
N: -0.7971 -0.1261 0.4525  -0.8090
C: -0.1624 0.2359 -0.8381  -0.0647
N: -0.5308 1.5382 -1.3370  -0.6632
C: -1.8085 2.0188 -1.1731  0.5258
O: -2.8169 1.3566 -1.1952  -0.5932
H: -0.7013 0.7056 1.0345  0.3407
H: -1.8017 -0.1596 0.2444  0.3687
H: 0.8924 0.2037 -0.5728  0.1961
H: -0.4362 -0.5593 -1.5133  0.1900
H: 0.0805 2.2788 -1.6300  0.3996
H: -1.8656 3.0879 -0.9343  0.1092
O: 3.5692 -3.6637 2.7729  -0.9316
H: 2.7381 -4.0438 2.4626  0.4668
H: 3.6402 -2.8730 2.2268  0.4646

Properties
HOMO   -0.3661 Eh
LUMO level   0.603 eV
Multiplicity   1

## b
ORCA calculation (ωB97M-V with the def2-TZVPD basis set) on 2 unconnected molecules or ions with the total composition C2H8N2O2.

Each line ends with the natural charge from an NBO analysis.
Geometry (Å):
C: -1.4501 -0.4344 0.2813  0.2903
C: -1.3829 1.0126 -0.1112  -0.1369
N: -0.6448 -1.2988 -0.2434  -0.6614
O: -0.2326 1.4069 0.5642  -0.8016
H: -2.0752 -0.7452 1.1153  0.1917
H: 0.2095 -0.8721 -0.7719  0.4595
H: -0.5280 -2.2026 0.1964  0.4014
H: -1.3298 1.1165 -1.2089  0.1603
H: -2.2811 1.5395 0.2334  0.1734
N: 2.2627 -0.4409 0.1575  -0.5580
O: 1.3545 0.1672 -0.8043  -0.6774
H: 0.7268 0.8638 -0.1907  0.4828
H: 3.1858 -0.2404 -0.2197  0.3393
H: 2.1851 0.1278 1.0021  0.3366

Properties
HOMO   -0.3194 Eh
LUMO level   0.135 eV
Multiplicity   1

## c
ORCA calculation (ωB97M-V with the def2-TZVPD basis set) on a single C2H8N2O2 molecule.

Each line ends with the natural charge from an NBO analysis.
Geometry (Å):
C: 0.9085 0.7706 1.8116  -0.2594
O: -0.1688 1.0297 0.9429  -0.6176
C: -0.5769 -0.2088 -0.0579  0.5094
O: -1.8364 0.1073 -0.5146  -0.7019
N: 0.4713 0.0702 -0.9447  -0.4573
N: 0.0558 -1.2465 -1.8581  -0.7161
H: 0.5739 0.1885 2.6798  0.1520
H: 1.3398 1.7122 2.1721  0.1869
H: 1.7461 0.2210 1.3597  0.1692
H: -0.5120 -1.1135 0.5445  0.1726
H: -2.4433 -0.0673 0.2185  0.4896
H: 0.2130 0.9229 -1.4464  0.3663
H: -0.6719 -0.9495 -2.5126  0.3492
H: 0.9009 -1.4369 -2.3948  0.3571

Properties
HOMO   -0.3456 Eh
LUMO level   0.891 eV
Multiplicity   1

## d
ORCA calculation (ωB97M-V with the def2-TZVPD basis set) on 2 unconnected molecules or ions with the total composition C2H8N2O2.

Each line ends with the natural charge from an NBO analysis.
Geometry (Å):
O: 2.2361 -0.5996 -0.2903  -0.3195
N: 3.1723 0.1936 -0.1795  0.3322
O: 4.2785 -0.4163 0.2444  -0.4971
H: 4.9360 0.2904 0.3689  0.4859
C: -2.3968 -0.7569 0.0375  -0.4060
N: -1.0013 -0.3795 0.1248  -0.6468
C: -0.7114 1.0239 -0.0089  -0.4061
H: -2.9155 -0.3748 -0.8498  0.1596
H: -2.9122 -0.3949 0.9352  0.1839
H: -2.4914 -1.8456 0.0186  0.2005
H: -0.2975 -0.9647 -0.3070  0.3750
H: 0.3642 1.1873 -0.0108  0.2057
H: -1.1065 1.5814 0.8483  0.1781
H: -1.1546 1.4556 -0.9313  0.1547

Properties
HOMO   -0.2971 Eh
LUMO level   -0.092 eV
Multiplicity   1

Name the least stable of them. b.

## a
ORCA calculation (ωB97M-V with the def2-TZVPD basis set) on a single C5H3N molecule.

Each line ends with the natural charge from an NBO analysis.
Geometry (Å):
C: 0.0263 0.0363 0.0979  -0.0832
C: 0.6212 -1.1009 -0.4569  -0.4030
C: -0.0683 -1.7546 -1.4127  0.1799
N: -1.3346 -1.6249 -2.0551  -0.3717
C: -1.5329 -0.5470 -1.4787  0.3378
C: -1.1734 0.3356 -0.5441  -0.3839
H: 0.5322 0.4861 0.8493  0.2112
H: 1.5372 -1.6632 -0.2401  0.2575
H: -1.9062 1.1451 -0.3472  0.2554

Properties
HOMO (alpha / beta)   -0.2951 / -0.2959 Eh
LUMO level (alpha / beta)   0.125 / 0.137 eV
Multiplicity   1

## b
ORCA calculation (ωB97M-V with the def2-TZVPD basis set) on a molecular structure, C5H3N.

Each line ends with the natural charge from an NBO analysis.
Geometry (Å):
C: 0.7427 1.2709 0.3187  -0.0055
C: -0.3912 1.1649 -0.6172  -0.0477
C: 0.7133 -0.5009 1.1397  0.2871
C: -0.9004 -0.1235 -0.4606  -0.4060
C: 1.5840 0.5717 1.2558  -0.2520
N: -0.2249 -0.9894 0.4991  -0.4265
H: -1.8066 0.2889 0.0081  0.3329
H: -1.3384 -0.7037 -1.3240  0.2614
H: 2.4870 0.5266 1.8353  0.2566

Properties
HOMO (alpha / beta)   -0.2984 / -0.3016 Eh
LUMO level (alpha / beta)   -1.557 / -1.508 eV
Multiplicity   1

Name the least stable of them. b.

## a
ORCA calculation (ωB97M-V with the def2-TZVPD basis set) on a single C5H3N molecule.

Each line ends with the natural charge from an NBO analysis.
Geometry (Å):
C: 0.5828 -0.5754 -0.1036  -0.2248
C: -1.1500 -1.6654 0.5408  0.2923
C: -0.9164 -0.4674 0.0033  -0.2132
C: 1.3390 0.4676 -0.0046  -0.3718
C: -2.4799 1.4384 -0.4142  0.3641
N: -1.6665 0.6200 -0.2064  -0.5451
H: 0.8935 -1.5927 0.1338  0.2468
H: 2.4436 0.1975 0.0287  0.2222
H: 0.9538 1.5774 0.0223  0.2296

Properties
HOMO   -0.3624 Eh
LUMO level   -1.028 eV
Multiplicity   1

## b
ORCA calculation (ωB97M-V with the def2-TZVPD basis set) on 2 unconnected molecules or ions with the total composition C5H3N.

Each line ends with the natural charge from an NBO analysis.
Geometry (Å):
C: 1.5029 -2.5730 0.1121  -0.2168
C: 1.3007 0.8710 -0.0692  0.4174
C: -0.9575 1.7010 0.0601  0.1310
C: 0.4859 -1.9527 0.0225  -0.2329
C: -1.8239 2.4972 -0.1040  -0.1944
N: 0.1494 1.0315 0.1296  -0.5900
H: 2.3759 -3.1759 0.0555  0.2345
H: -0.3659 -1.4897 -0.2525  0.2134
H: -2.6675 3.0907 0.0459  0.2379

Properties
HOMO   -0.3782 Eh
LUMO level   0.566 eV
Multiplicity   1

## c
ORCA calculation (ωB97M-V with the def2-TZVPD basis set) on a single C5H3N molecule.

Each line ends with the natural charge from an NBO analysis.
Geometry (Å):
C: 1.6238 -0.5858 0.6636  0.0063
C: 2.7793 -0.2729 0.4798  0.1613
C: 4.5278 0.8740 -0.8127  0.3497
C: -0.1716 -0.1390 -0.7175  -0.3358
C: 0.2908 -0.4854 0.5132  -0.2760
N: 3.7683 0.4098 -0.0376  -0.5615
H: -1.2560 0.0079 -0.4948  0.1945
H: 0.0942 -0.3613 -1.7200  0.2260
H: -0.4308 -0.7051 1.3697  0.2353

Properties
HOMO   -0.3400 Eh
LUMO level   -0.296 eV
Multiplicity   1

## d
ORCA calculation (ωB97M-V with the def2-TZVPD basis set) on a single C5H3N molecule.

Each line ends with the natural charge from an NBO analysis.
Geometry (Å):
C: -0.4785 -0.7676 0.0302  -0.2016
C: -2.1795 -1.8574 0.5840  0.2693
C: -2.0343 -0.6322 0.0474  -0.1854
C: 0.2568 0.3293 -0.0155  -0.3581
C: -3.4816 1.3536 -0.3167  0.3691
N: -2.7960 0.3991 -0.2804  -0.5474
H: -0.0819 -1.7238 0.0188  0.2439
H: 1.3258 0.4412 -0.2286  0.2149
H: -0.0809 1.2487 0.2626  0.1954

Properties
HOMO   -0.3570 Eh
LUMO level   -0.739 eV
Multiplicity   1

Name the least stable of them. d.